18
Properties=species:S:1:pos:R:3:forces:R:3 method="wB97M-V/def2-TZVPD" relative_energy_kcal_mol=32.5 fmax_ha_per_bohr=0.077 e_tot_ev=-7321.62075 smiles=C[C@H](N)CCN homo_lumo_gap_ev=9.952
C 1.75045 -1.26293 0.15384 0.3 -0.4 -1.4
C 0.75924 -0.14918 -0.04916 -0.2 0.7 0.7
N 1.03280 0.93623 0.94795 -0.9 0.2 0.6
C -0.73420 -0.68543 0.04095 2.0 -3.4 -0.5
C -1.70878 0.34611 -0.17107 -2.7 0.8 0.3
N -1.24175 1.43032 -0.95126 -1.2 -0.3 -2.7
H 1.68277 -1.95378 -0.68272 -0.3 -0.5 -0.1
H 1.63991 -1.84412 1.07045 0.1 0.4 0.1
H 2.73239 -0.83114 -0.00702 0.4 -0.1 0.7
H 0.88240 0.34436 -1.07536 -0.3 -0.9 1.5
H 1.06876 0.59279 1.90501 -0.2 -0.3 -0.3
H 1.85262 1.53899 0.88234 -0.2 -0.6 -0.9
H -0.83645 -1.43551 -0.85330 0.5 1.2 1.4
H -1.11504 -1.32114 0.92132 1.5 0.8 -0.8
H -2.25376 0.65299 0.72728 0.4 0.1 0.4
H -2.49941 -0.08778 -0.77054 -0.5 -0.4 0.0
H -1.99368 1.49981 -1.66593 1.3 1.4 0.7
H -1.01829 2.22942 -0.42279 0.0 1.2 0.3

18
Properties=species:S:1:pos:R:3:forces:R:3 method="wB97M-V/def2-TZVPD" relative_energy_kcal_mol=21.7 fmax_ha_per_bohr=0.033 e_tot_ev=-7322.08737 smiles=CC[C@@H](N)CN homo_lumo_gap_ev=9.534
C 1.03610 -1.17979 2.03337 0.2 0.0 -1.4
C -0.13282 -0.39103 1.39513 0.3 -0.7 -0.3
C 0.17506 0.23135 0.01925 -0.2 0.9 1.2
N 0.64330 -0.77021 -0.94016 -0.2 0.0 0.2
C -1.06240 0.90612 -0.60917 -0.8 -0.1 -0.4
N -0.75835 1.36943 -1.93881 -1.0 -0.9 -0.6
H 1.65750 -0.51514 2.63056 -0.1 -0.4 0.5
H 1.71458 -1.60364 1.27980 -0.1 0.4 -0.2
H 0.68575 -2.11820 2.45672 0.0 0.4 1.0
H -0.92956 -1.12942 1.19214 -0.1 0.5 0.4
H -0.44734 0.37778 2.10971 -0.4 -0.2 -0.2
H 0.91778 1.02268 0.16701 0.3 -0.2 -0.3
H 1.56952 -1.09286 -0.68765 0.0 0.1 -0.1
H 0.03228 -1.57841 -0.81913 0.1 0.0 -0.2
H -1.69292 1.68092 -0.16041 1.3 0.5 1.0
H -1.88371 0.15508 -0.52215 0.5 -0.4 -1.1
H -0.53737 2.31396 -2.19488 0.0 0.0 0.6
H -0.31565 0.66271 -2.49378 0.3 0.1 -0.2

18
Properties=species:S:1:pos:R:3:forces:R:3 method="wB97M-V/def2-TZVPD" relative_energy_kcal_mol=48.7 fmax_ha_per_bohr=0.062 e_tot_ev=-7320.91483 smiles="C=CC.NCN" homo_lumo_gap_ev=9.729
C 1.67709 0.01752 2.28999 -2.5 1.3 -0.4
C 1.43084 -1.26070 1.92898 -0.3 -0.4 -0.7
C 0.25031 -1.92168 1.02469 1.7 2.7 -0.4
H 2.40096 0.36098 3.07538 -0.4 -0.8 -1.2
H 0.95962 0.89245 1.93986 1.4 -1.9 0.7
H 2.19227 -1.96133 2.24777 -0.1 -0.4 0.2
H 0.61574 -2.25019 0.01436 0.1 0.3 0.9
H -0.41691 -1.03792 0.81186 0.0 -1.3 0.4
H -0.22824 -2.80496 1.44961 0.0 0.5 0.4
N -0.24849 1.45205 -0.66759 0.2 -2.0 0.7
C -1.52011 1.11190 -1.34394 2.1 0.7 -0.4
N -1.32862 0.50386 -2.62584 1.0 -0.5 -2.0
H 0.34478 2.16420 -1.08727 -0.5 -0.2 -0.3
H 0.28888 0.55021 -0.62700 -0.3 1.4 0.1
H -1.98382 2.04602 -1.55427 -0.9 0.8 0.5
H -2.11239 0.46597 -0.70459 -0.1 0.1 0.1
H -1.62646 -0.43388 -2.78741 -0.2 -0.5 0.3
H -0.42335 0.63487 -3.12265 -1.1 0.2 1.0

18
Properties=species:S:1:pos:R:3:forces:R:3 method="wB97M-V/def2-TZVPD" relative_energy_kcal_mol=57.0 fmax_ha_per_bohr=0.140 e_tot_ev=-7320.55779 smiles=C[C@H](N)[C@H](C)N homo_lumo_gap_ev=8.737
C 0.99156 -0.55932 1.36569 0.0 0.2 -0.1
C 0.08369 0.51261 0.80116 -4.7 -1.2 -0.3
N -1.40388 0.26546 1.16692 0.9 0.2 2.5
C -0.34927 0.45650 -0.62988 6.6 1.5 -2.4
C -0.76492 -0.82338 -1.32796 -0.1 0.1 0.1
N 1.21522 0.88338 -1.31186 -2.1 -0.5 -0.9
H 0.89776 -0.59902 2.45570 0.1 0.1 -0.2
H 2.02087 -0.33002 1.08348 -0.1 -0.1 0.2
H 0.75957 -1.55658 0.98552 -0.1 0.1 0.0
H 0.35989 1.51455 1.12195 0.0 -0.1 -0.1
H -2.03641 1.05582 1.09717 0.1 -0.8 0.1
H -1.71006 -0.70074 1.20526 -0.2 0.7 0.0
H -0.91720 1.32055 -0.96905 0.0 -0.1 0.3
H -0.46176 -0.78223 -2.37628 0.1 0.1 0.2
H -0.31624 -1.71537 -0.88584 0.0 0.1 0.0
H -1.85336 -0.93438 -1.31389 0.2 0.0 0.1
H 1.93435 0.16257 -1.33108 -0.4 0.4 0.3
H 1.55021 1.82960 -1.13700 -0.1 -0.6 0.2

18
Properties=species:S:1:pos:R:3:forces:R:3 method="wB97M-V/def2-TZVPD" relative_energy_kcal_mol=28.4 fmax_ha_per_bohr=0.056 e_tot_ev=-7321.79729 smiles=NCCCCN homo_lumo_gap_ev=10.008
N -1.00558 -0.45441 -2.46010 0.5 -0.9 -0.8
C -1.20917 -0.64637 -1.02288 -0.1 -0.1 -0.8
C 0.10412 -0.98753 -0.28954 1.2 2.6 -0.5
C 0.03505 -0.52601 1.19398 0.3 0.7 -2.2
C 0.37110 0.95140 1.54746 0.4 -1.4 -0.3
N 1.61827 1.38935 0.92527 0.4 -0.1 0.3
H -0.13830 -0.89784 -2.75220 -0.3 -0.4 0.1
H -0.87370 0.46738 -2.82335 -0.4 0.9 0.5
H -1.90196 -1.52336 -0.93540 0.3 0.8 0.3
H -1.72979 0.26772 -0.65388 0.5 -0.7 0.2
H 1.00676 -0.47161 -0.86204 -1.7 -1.1 1.2
H 0.27296 -2.05282 -0.27840 0.1 -0.4 -0.3
H 0.79108 -1.12314 1.67704 -0.4 -0.4 0.8
H -1.01416 -0.71659 1.35067 -0.2 -0.4 1.4
H -0.41493 1.69496 1.44230 -0.5 -0.3 -0.1
H 0.59143 0.79711 2.61076 -0.1 0.8 0.0
H 1.84827 2.23769 1.40080 0.6 0.5 0.1
H 1.64853 1.59409 -0.07047 -0.7 -0.3 0.2

18
Properties=species:S:1:pos:R:3:forces:R:3 method="wB97M-V/def2-TZVPD" relative_energy_kcal_mol=55.4 fmax_ha_per_bohr=0.051 e_tot_ev=-7320.62552 smiles="C=NC.CNC" homo_lumo_gap_ev=10.137
C -3.47055 -3.24196 -1.67254 0.1 1.0 0.2
N -3.12470 -3.89476 -0.65515 0.0 -0.3 -0.2
C -1.67369 -4.07331 -0.47554 -0.5 -1.3 -0.6
H -4.53238 -3.02075 -1.88727 0.6 -0.3 0.1
H -2.69546 -2.72555 -2.26954 -0.4 -0.3 -0.3
H -1.53729 -4.92157 0.23245 0.3 1.1 -0.1
H -1.20732 -4.39585 -1.42054 -0.2 0.0 0.1
H -1.20716 -3.12865 -0.24871 0.2 0.2 0.8
C 2.31836 3.57239 2.16458 0.8 -1.4 -1.7
N 2.00865 3.02841 0.76727 1.0 0.0 0.2
C 2.86497 3.65650 -0.27666 -2.4 0.0 -1.0
H 2.52947 4.63660 2.16719 -0.6 0.2 -0.1
H 3.26143 3.09771 2.46059 0.0 0.1 0.4
H 1.54189 3.25821 2.84885 -0.2 0.3 0.1
H 2.38901 2.07572 0.75593 -0.7 0.2 0.5
H 3.74042 4.06991 0.15017 1.3 0.4 0.0
H 3.00324 3.01358 -1.16529 0.6 -0.5 0.9
H 2.28417 4.40955 -0.82670 0.1 0.6 0.8

18
Properties=species:S:1:pos:R:3:forces:R:3 method="wB97M-V/def2-TZVPD" relative_energy_kcal_mol=49.5 fmax_ha_per_bohr=0.032 e_tot_ev=-7320.88070 smiles="C=NC.CNC" homo_lumo_gap_ev=9.950
C -3.04309 -3.18469 -1.79022 0.1 0.2 -0.9
N -2.66239 -3.65024 -0.68874 -1.0 0.6 0.5
C -1.63402 -2.89688 -0.00083 1.5 -0.7 0.2
H -3.96355 -3.46173 -2.30479 0.1 -0.7 0.3
H -2.47973 -2.44929 -2.37378 0.2 0.4 0.3
H -1.15646 -3.50038 0.76772 -0.2 -0.3 0.1
H -0.77817 -2.60981 -0.62711 -0.4 0.4 -0.3
H -2.02701 -2.04063 0.54072 -0.3 0.2 -0.3
C 1.98336 4.06616 1.20484 -0.1 0.4 -0.5
N 2.27893 3.07787 0.15224 -0.9 0.0 0.4
C 2.48641 1.75191 0.71251 -0.4 -0.9 0.3
H 2.81792 4.20361 1.88560 0.2 0.0 0.0
H 1.07443 3.88120 1.79623 0.1 -0.4 0.0
H 1.78458 4.99636 0.66888 0.2 0.2 0.2
H 1.37448 3.05806 -0.31319 0.4 -0.3 -0.7
H 1.56512 1.27232 1.08780 0.0 0.5 0.5
H 2.81266 0.96612 0.02323 0.4 0.7 -0.5
H 3.22212 1.81246 1.51472 -0.1 -0.1 0.0

18
Properties=species:S:1:pos:R:3:forces:R:3 method="wB97M-V/def2-TZVPD" relative_energy_kcal_mol=83.1 fmax_ha_per_bohr=0.081 e_tot_ev=-7319.42666 homo_lumo_gap_ev=9.874
C -0.54089 -1.17484 -0.06988 -0.4 1.3 -0.4
C -0.47826 -0.16013 -1.25238 0.1 -0.1 -0.2
C -0.47253 1.34500 -0.98409 0.7 -1.4 -2.1
N 1.01328 1.69729 -0.09528 -1.7 0.3 -1.2
C 0.70027 -1.39942 0.81610 -1.0 -0.8 -0.1
N 0.69792 -0.65744 2.08018 0.9 0.1 -0.8
H -1.30891 -0.78642 0.59960 -0.4 -0.1 0.1
H -0.98235 -2.07124 -0.52162 0.5 -0.2 0.3
H 0.37120 -0.37422 -1.90823 -0.1 -0.1 0.1
H -1.40031 -0.37696 -1.81537 0.3 0.3 -0.1
H -0.29035 1.93967 -1.84598 -0.2 0.1 -0.9
H -1.47784 1.61459 -0.60091 0.7 0.4 0.7
H 0.02373 1.64381 0.19818 0.2 0.5 4.1
H 1.05515 2.72700 -0.21000 0.2 -0.5 -0.1
H 1.58766 -1.18685 0.22351 0.2 0.0 0.3
H 0.68054 -2.46266 1.06876 0.3 0.0 -0.1
H -0.22916 -0.57822 2.46672 -0.2 0.0 0.0
H 1.05087 0.26105 1.85068 -0.2 0.4 0.3

Repeat the second record exactly.
18
Properties=species:S:1:pos:R:3:forces:R:3 method="wB97M-V/def2-TZVPD" relative_energy_kcal_mol=21.7 fmax_ha_per_bohr=0.033 e_tot_ev=-7322.08737 smiles=CC[C@@H](N)CN homo_lumo_gap_ev=9.534
C 1.03610 -1.17979 2.03337 0.2 0.0 -1.4
C -0.13282 -0.39103 1.39513 0.3 -0.7 -0.3
C 0.17506 0.23135 0.01925 -0.2 0.9 1.2
N 0.64330 -0.77021 -0.94016 -0.2 0.0 0.2
C -1.06240 0.90612 -0.60917 -0.8 -0.1 -0.4
N -0.75835 1.36943 -1.93881 -1.0 -0.9 -0.6
H 1.65750 -0.51514 2.63056 -0.1 -0.4 0.5
H 1.71458 -1.60364 1.27980 -0.1 0.4 -0.2
H 0.68575 -2.11820 2.45672 0.0 0.4 1.0
H -0.92956 -1.12942 1.19214 -0.1 0.5 0.4
H -0.44734 0.37778 2.10971 -0.4 -0.2 -0.2
H 0.91778 1.02268 0.16701 0.3 -0.2 -0.3
H 1.56952 -1.09286 -0.68765 0.0 0.1 -0.1
H 0.03228 -1.57841 -0.81913 0.1 0.0 -0.2
H -1.69292 1.68092 -0.16041 1.3 0.5 1.0
H -1.88371 0.15508 -0.52215 0.5 -0.4 -1.1
H -0.53737 2.31396 -2.19488 0.0 0.0 0.6
H -0.31565 0.66271 -2.49378 0.3 0.1 -0.2